Record 1
DFT (the ωB97M-V functional and the def2-TZVPD basis) results for a molecular structure, C5H10O2S.

Each line ends with the Löwdin spin population.
Geometry (Å):
C -1.718 1.225 -0.150  0.460
C 1.063 1.197 0.804  0.060
C 0.817 -1.284 0.716  0.056
C 0.876 -0.183 -1.434  0.053
C 0.508 -0.001 0.014  0.539
O -3.464 -0.590 0.040  0.208
O -1.480 2.375 -0.051  0.298
S -1.734 -0.365 0.038  0.236
H 1.957 0.801 1.145  0.017
H 0.497 1.635 1.664  0.010
H 1.191 1.999 0.175  0.001
H 0.096 -1.981 0.544  0.011
H 0.820 -1.278 1.747  0.000
H 1.663 -1.801 0.409  0.017
H 1.881 -0.243 -1.419  0.017
H 0.277 -0.953 -1.721  0.004
H 0.513 0.762 -1.893  0.003
H -3.764 -1.313 -0.628  0.009

The calculation puts the LUMO energy (spin up / spin down) at 0.55 / -1.65 eV. Its spin multiplicity is 3. For the orbital gap (spin up / spin down), the calculation gives 6.5 / 8.2 eV. As for the relative energy (zero: lowest compared OMol25 entry of this formula, charge and spin): 7.4 kcal/mol. The electronic energy is -20270.99170 eV. The net charge is 0. Its expectation value of S² is 2.01.

=====

Record 2
DFT (the ωB97M-V functional and the def2-TZVPD basis) results for a gas-phase ion, CH3O3S (charge -1).

Each line ends with the Löwdin charge.
Geometry (Å):
C -0.467 0.125 1.045  -0.409
O 1.947 0.642 -0.154  -0.481
O 1.130 -1.667 0.058  -0.437
O -1.585 -0.228 0.155  -0.261
S 0.794 -0.272 -0.085  0.548
H -0.441 1.210 1.132  0.002
H -1.540 0.328 -0.574  -0.033
H 0.162 -0.138 -1.577  0.071

The calculation puts the LUMO energy at 3.95 eV. As for the SMILES: O=[S@@H]([O-])=CO. Its spin multiplicity is 1. For the orbital gap, the calculation gives 7.4 eV. As for the relative energy (zero: lowest compared OMol25 entry of this formula, charge and spin): 86.4 kcal/mol. The electronic energy is -18061.11081 eV. The net charge is -1.

=====

Record 3
DFT (the ωB97M-V functional and the def2-TZVPD basis) results for a single C19H28F3N3 molecule.

Each line ends with the Löwdin charge.
Geometry (Å):
C -4.125 -2.988 1.419  -0.113
H -3.567 -3.891 1.177  0.070
C -4.523 -2.254 0.143  -0.229
H -3.634 -2.019 -0.442  0.084
C -5.331 -0.961 0.407  -0.196
N -4.643 0.302 0.491  -0.186
C -4.215 0.940 -0.731  -0.178
C -2.761 0.647 -1.136  -0.124
H -2.656 -0.405 -1.400  0.091
H -2.496 1.241 -2.011  0.118
C -1.831 1.003 0.025  -0.327
N -0.434 0.865 -0.364  -0.136
C 0.495 1.632 0.438  -0.169
H 0.109 2.647 0.560  0.125
C 1.855 1.702 -0.264  -0.146
N 2.350 0.361 -0.476  -0.101
C 3.693 0.074 -0.472  -0.205
C 4.666 1.082 -0.477  0.048
C 6.010 0.761 -0.400  -0.128
C 6.442 -0.556 -0.329  -0.033
C 5.485 -1.558 -0.332  -0.070
C 4.142 -1.254 -0.397  -0.016
H 3.427 -2.061 -0.366  0.103
H 5.794 -2.590 -0.270  0.106
H 7.494 -0.784 -0.273  0.119
C 7.048 1.844 -0.406  -0.584
F 6.540 3.083 -0.491  0.133
F 7.910 1.722 -1.435  0.136
F 7.807 1.829 0.709  0.135
H 4.386 2.119 -0.561  0.109
C 1.404 -0.431 -1.233  -0.134
H 1.787 -1.436 -1.394  0.110
C 0.067 -0.487 -0.496  -0.167
H -0.635 -1.083 -1.078  0.118
H 0.223 -0.972 0.484  0.130
H 1.236 0.040 -2.214  0.134
H 2.542 2.252 0.379  0.119
H 1.739 2.237 -1.218  0.134
H 0.642 1.190 1.439  0.127
C -2.263 0.209 1.265  -0.123
C -3.731 0.533 1.584  -0.177
H -4.070 -0.041 2.449  0.117
H -3.794 1.599 1.843  0.122
H -2.148 -0.858 1.074  0.095
H -1.642 0.476 2.123  0.116
H -1.975 2.070 0.240  0.146
H -4.892 0.649 -1.536  0.119
H -4.312 2.024 -0.582  0.121
H -5.883 -1.088 1.345  0.117
H -6.072 -0.847 -0.390  0.112
H -5.139 -2.925 -0.460  0.102
H -5.012 -3.276 1.979  0.073
H -3.506 -2.367 2.060  0.055

The calculation puts the LUMO energy at 0.74 eV. As for the SMILES: CCCN1CCC(N2CCN(c3cccc(C(F)(F)F)c3)CC2)CC1. Its spin multiplicity is 1. For the orbital gap, the calculation gives 8.7 eV. As for the relative energy (zero: lowest compared OMol25 entry of this formula, charge and spin): 3.9 kcal/mol. The electronic energy is -32780.59909 eV. The net charge is 0.

=====

What is the formula in the third record? C19H28F3N3